Formula: C5H14N2O
Source: the OMol25 dataset
Level of theory: ωB97M-V/def2-TZVPD

The LUMO energy is 0.946 eV. Its spin multiplicity is 1.

```
22
Properties=species:S:1:pos:R:3:nbo_charge:R:1
C 1.7521 -0.4535 1.2034 -0.623
C 1.1565 0.9677 1.1364 -0.429
C 0.6217 1.0674 -0.3155 -0.028
N 1.7886 1.3372 -1.3483 -0.861
C -0.5052 0.1496 -0.9477 -0.216
N -1.6263 -0.0391 -0.0510 -0.698
C -2.1997 -1.3181 0.3562 0.098
O -3.1455 -1.7380 -0.5453 -0.758
H 2.7340 -0.3786 1.1796 0.199
H 1.6365 -1.1361 2.0269 0.214
H 1.5319 -1.0177 0.2756 0.195
H 1.9314 1.8164 1.3078 0.228
H 0.3685 0.8883 1.8761 0.227
H 0.0030 2.0671 -0.2490 0.166
H 1.6304 0.9903 -2.2904 0.356
H 2.6499 0.7830 -1.0852 0.353
H -0.0677 -0.9478 -1.1121 0.175
H -0.6790 0.5257 -1.9328 0.185
H -2.0018 0.8499 0.3089 0.382
H -1.4315 -2.0637 0.2771 0.170
H -2.9293 -1.1791 1.2502 0.185
H -3.2183 -1.1710 -1.3210 0.477
```


Formula: C5H14N2O2
Source: the OMol25 dataset
Level of theory: ωB97M-V/def2-TZVPD

The LUMO energy is 0.735 eV. Its spin multiplicity is 1.

```
23
Properties=species:S:1:pos:R:3:nbo_charge:R:1
C -2.7733 -1.5190 0.9743 -0.713
C -2.1192 -0.3668 0.2552 0.402
O -1.8671 0.7026 0.8321 -0.594
H -2.4327 -2.4647 0.5513 0.227
H -3.8526 -1.4619 0.8270 0.245
H -2.5654 -1.4798 2.0428 0.227
H -2.3652 -0.3320 -0.8232 0.156
N 1.5277 -1.3813 -1.1373 -0.896
C 0.3668 -0.6272 -1.1839 0.590
O -0.0952 -0.1921 -2.2216 -0.704
H 1.9808 -1.4588 -2.0368 0.407
H 1.7934 -1.8240 -0.2724 0.393
H -0.4780 -0.9782 -0.3830 0.048
C 1.5136 0.6671 1.2509 -0.419
N 0.7708 0.9164 0.0173 -0.567
C 1.3236 2.0191 -0.7660 -0.421
H 2.5369 0.3808 1.0073 0.196
H 1.5241 1.5509 1.8969 0.192
H 1.0333 -0.1429 1.7964 0.201
H -0.2172 1.1245 0.2890 0.422
H 2.3489 1.7753 -1.0489 0.194
H 0.7277 2.1360 -1.6677 0.232
H 1.3186 2.9560 -0.1995 0.183
```


Formula: C5H14N2O2
Source: the OMol25 dataset
Level of theory: ωB97M-V/def2-TZVPD

The LUMO energy is 0.815 eV. Its spin multiplicity is 1.

```
23
Properties=species:S:1:pos:R:3:nbo_charge:R:1
C -0.6180 0.1613 -1.3789 -0.221
C -0.0153 -0.5879 -2.5365 -0.639
C -2.0557 -0.1775 -1.0815 -0.654
C 0.4643 -0.6297 0.0999 0.508
O 1.7784 -0.2525 -0.1826 -0.760
O 0.1581 -1.7958 0.3430 -0.753
H 2.2580 -1.0908 -0.2503 0.493
H -0.4086 1.2309 -1.4118 0.202
H -0.0642 -1.6659 -2.3597 0.222
H -2.4776 0.4728 -0.3102 0.205
H -0.5693 -0.3713 -3.4582 0.210
H 1.0242 -0.3025 -2.7039 0.220
H -2.1327 -1.2145 -0.7423 0.235
H -2.6813 -0.0623 -1.9742 0.216
C 0.2013 0.5328 1.9083 0.144
N 0.5101 1.8905 1.6488 -0.858
N 1.0634 -0.1693 2.7598 -0.805
H 1.5016 2.0174 1.4739 0.374
H 0.8533 -1.1636 2.7788 0.397
H 0.2012 2.5108 2.3915 0.379
H 2.0358 -0.0287 2.5031 0.370
H -0.8404 0.3565 2.1669 0.190
H -0.1866 0.3391 0.3163 0.325
```


Formula: C5H14N2O2
Source: the OMol25 dataset
Level of theory: ωB97M-V/def2-TZVPD

The LUMO energy (spin up / spin down) is -3.397 / -9.196 eV. As for the charge: +1. Its spin multiplicity is 2.

```
23
Properties=species:S:1:pos:R:3:nbo_charge:R:1
N 1.9096 0.1016 1.4895 -0.548
C 1.1643 0.4210 0.3054 -0.192
C 0.2858 1.6788 0.5859 -0.614
C 0.2671 -0.7401 -0.0674 0.663
N -0.5404 -0.6037 -1.2194 -0.352
C -0.2882 0.2460 -2.3381 -0.267
C -1.5996 0.7270 -2.9578 -0.628
O 0.0087 -1.6731 0.6547 -0.502
H 1.3876 0.2097 2.3511 0.412
H 2.3580 -0.8021 1.4865 0.396
H 1.8645 0.6804 -0.4821 0.261
H 0.2528 1.8763 1.6435 0.258
H -0.7594 1.5201 0.3143 0.222
H 0.6590 2.5260 0.0122 0.241
H -1.2934 -1.2965 -1.2976 0.440
H 0.3124 -0.2119 -3.1340 0.266
H 0.2507 1.1146 -1.9650 0.233
H -2.3682 -0.0166 -3.1672 0.235
H -2.0807 1.4456 -2.2900 0.227
H -1.4039 1.3278 -3.8380 0.252
H -1.7653 -0.4274 3.0626 0.485
H -0.5111 -0.9961 2.3793 0.472
O -0.8019 -0.4261 3.1025 -0.959
```


Formula: C5H14N2O2Si
Source: the OMol25 dataset
Level of theory: ωB97M-V/def2-TZVPD

The LUMO energy is 0.709 eV. Its spin multiplicity is 1.

```
24
Properties=species:S:1:pos:R:3:nbo_charge:R:1
C 2.9268 1.5021 0.3136 -0.676
C 2.0962 1.0213 -0.7406 -0.080
N 1.1085 -0.4472 -0.2839 -0.636
N 1.7203 -1.5433 0.0179 0.620
O 2.9331 -1.5259 -0.1108 -0.455
O 1.0055 -2.4565 0.3771 -0.442
Si -0.5980 -0.7098 -0.0752 1.702
C -1.3540 1.0579 -0.3193 -1.107
C -1.2849 -1.9440 -1.5151 -1.054
C -1.0591 -1.0414 1.7166 -1.105
H 2.5712 2.5484 0.2866 0.227
H 2.8383 0.9992 1.3406 0.260
H 3.9748 1.4146 0.1379 0.235
H 1.2390 1.6267 -0.8191 0.195
H 2.4566 0.7420 -1.6685 0.215
H -2.2258 1.1437 0.2124 0.234
H -0.7273 1.8660 0.1388 0.220
H -1.3216 1.3604 -1.3668 0.228
H -0.4561 -2.5588 -1.9640 0.242
H -2.0658 -2.5635 -1.0424 0.238
H -1.5792 -1.2642 -2.3257 0.226
H -0.2229 -1.5572 2.1855 0.248
H -1.1297 -0.1606 2.2276 0.224
H -1.8827 -1.6935 1.8614 0.243
```


Formula: C5H14N2S
Source: the OMol25 dataset
Level of theory: ωB97M-V/def2-TZVPD

The LUMO energy is 0.795 eV. Its spin multiplicity is 1.

```
22
Properties=species:S:1:pos:R:3:nbo_charge:R:1
N 0.7482 2.9815 -1.1087 -0.898
C 0.5478 1.8626 -2.0330 -0.066
N 1.1256 0.5696 -1.7184 -0.657
C 0.1529 -0.4065 -1.1124 -0.231
C 0.8806 -1.4518 -0.1857 -0.418
C 0.7894 -1.2355 1.3841 -0.391
C -0.5552 -1.4654 2.2052 -0.509
S -1.9578 -0.6528 1.3510 -0.054
H 0.0886 2.8840 -0.3527 0.372
H 1.1074 3.8484 -1.4406 0.389
H -0.5237 1.7996 -2.3485 0.171
H 1.0307 2.0618 -3.0439 0.181
H 1.9613 0.5344 -1.1286 0.364
H -0.5445 0.2655 -0.6325 0.191
H -0.2998 -0.9006 -1.9766 0.187
H 1.9839 -1.4376 -0.3532 0.208
H 0.5708 -2.4157 -0.4961 0.211
H 1.4355 -2.0251 1.7442 0.205
H 1.1183 -0.2662 1.7332 0.204
H -0.3082 -0.9560 3.1114 0.215
H -0.6571 -2.5104 2.4493 0.206
H -2.5987 -0.2256 2.4208 0.121
```


Formula: C5H14N3
Source: the OMol25 dataset
Level of theory: ωB97M-V/def2-TZVPD

The LUMO energy is -3.470 eV. As for the charge: +1. Its spin multiplicity is 1.

```
22
Properties=species:S:1:pos:R:3:nbo_charge:R:1
C 1.7671 0.7866 2.6197 -0.639
C 1.4166 0.4008 1.1557 -0.062
N 0.8129 -0.9902 1.1877 -0.899
C 0.4997 1.3331 0.5268 -0.464
C 0.2481 0.7984 -0.8269 -0.199
N -0.7500 -0.3792 -1.0071 -0.532
C -1.6010 -0.3695 -2.0195 0.382
N -2.4771 -1.4196 -2.0853 -0.722
H 1.8666 1.9192 2.8235 0.222
H 0.9557 0.6354 3.3983 0.217
H 2.6628 0.4471 2.9704 0.225
H 2.4489 0.0991 0.5974 0.220
H 1.6309 -1.7429 1.3663 0.394
H 0.2002 -1.0765 2.0002 0.367
H 0.8240 2.3854 0.5127 0.269
H -0.6173 1.2475 0.9562 0.222
H -0.1325 1.6694 -1.5409 0.227
H 1.2403 0.3254 -1.2900 0.228
H -0.7951 -1.1894 -0.2381 0.476
H -1.4553 0.3437 -2.8805 0.249
H -2.6497 -1.9457 -1.3464 0.396
H -3.2641 -1.2915 -2.7326 0.424
```


Formula: C5H14N3
Source: the OMol25 dataset
Level of theory: ωB97M-V/def2-TZVPD

The LUMO energy is -3.063 eV. As for the charge: +1. Its spin multiplicity is 1.

```
22
Properties=species:S:1:pos:R:3:nbo_charge:R:1
C 1.7371 -0.4313 1.2067 -0.593
C 0.7331 0.1470 0.0411 -0.108
C 0.8855 1.7030 -0.0593 -0.612
C 1.2018 -0.6093 -1.2628 -0.584
C -0.7010 -0.2129 0.2350 0.575
N -1.0104 -1.3772 0.9291 -0.776
N -1.7132 0.4157 -0.2455 -0.379
N -3.0871 0.0033 -0.1769 -0.650
H 2.0307 0.3543 1.9418 0.240
H 1.1955 -1.2216 1.6560 0.196
H 2.7344 -0.6779 0.8945 0.243
H 1.9763 1.8711 -0.1577 0.248
H 0.4145 1.9926 -1.0335 0.202
H 0.4319 2.2553 0.7882 0.235
H 2.0267 -0.0957 -1.7867 0.245
H 1.5061 -1.5335 -0.8957 0.216
H 0.4495 -0.7596 -1.9671 0.211
H -0.1905 -1.9946 0.9667 0.432
H -2.0821 -1.5505 0.8410 0.460
H -1.5796 1.2565 -0.7409 0.410
H -3.7380 0.7990 -0.0282 0.407
H -3.2212 -0.3338 -1.1458 0.383
```


Formula: C5H14N3
Source: the OMol25 dataset
Level of theory: ωB97M-V/def2-TZVPD

The LUMO energy is -7.045 eV. As for the charge: +1. Its spin multiplicity is 1.

```
22
Properties=species:S:1:pos:R:3:nbo_charge:R:1
C 2.4480 0.5362 0.2703 -0.627
C 1.0244 0.6054 0.6891 -0.380
C 0.0213 1.0391 -0.4635 -0.447
C -1.3289 0.4105 -0.1725 0.124
C -2.2905 1.2762 0.4126 0.296
N -3.5054 0.8837 0.7857 -0.598
N -1.3563 -0.8353 -0.5567 -0.397
N 1.6928 -2.7647 -1.0471 -1.122
H 2.7728 1.4781 -0.2963 0.211
H 3.1066 0.5445 1.1473 0.237
H 2.5352 -0.3519 -0.3607 0.240
H 0.7733 1.0584 1.6443 0.204
H -0.0346 2.1240 -0.5037 0.213
H 0.3801 0.5931 -1.3841 0.253
H -2.0707 2.3400 0.4043 0.251
H -3.5990 -0.1128 1.0447 0.430
H -3.9572 1.4796 1.4805 0.444
H -2.2441 -1.3060 -0.3260 0.334
H 0.7802 -2.3598 -1.1545 0.376
H 1.8270 -3.7513 -0.8979 0.381
H 0.6311 -0.3947 1.0060 0.206
H 2.3939 -2.4923 -1.7218 0.370
```


Formula: C5H14N3
Source: the OMol25 dataset
Level of theory: ωB97M-V/def2-TZVPD

The LUMO energy is -3.818 eV. As for the charge: +1. Its spin multiplicity is 1.

```
22
Properties=species:S:1:pos:R:3:nbo_charge:R:1
C -1.9264 1.4256 -1.1585 -0.643
C -2.3527 0.3519 -0.1402 -0.250
N -1.4894 0.2832 1.0559 -0.396
N -0.0145 0.0972 0.8168 -0.219
C 0.6583 0.0782 2.0613 -0.496
C 0.6433 -0.5473 -0.2502 0.373
N 1.9514 -0.6914 -0.2593 -0.505
C 2.5660 -1.4550 -1.2394 -0.414
H -1.0029 1.3806 -1.4907 0.198
H -2.4871 1.2848 -2.1102 0.236
H -2.3294 2.3512 -0.7901 0.229
H -2.4760 -0.5981 -0.6874 0.201
H -3.3029 0.5217 0.2974 0.236
H -1.6860 1.2262 1.4453 0.381
H -0.0052 0.1707 2.9356 0.272
H 1.1772 -0.8775 2.3180 0.224
H 1.4407 0.8875 2.3174 0.232
H 0.0421 -0.6425 -1.1278 0.230
H 2.3788 -0.4303 0.6130 0.431
H 3.5263 -1.1443 -1.2689 0.230
H 2.5096 -2.4850 -1.0133 0.222
H 2.1788 -1.1875 -2.3245 0.228
```